Record 1
C6H24O6 | ωB97M-V with the def2-TZVPD basis set

XYZ file:
```
36
Properties=species:S:1:pos:R:3:lowdin_charge:R:1
C 2.1627 -2.2226 1.4839 -0.15
O 2.0300 -2.0330 2.8059 -0.03
H 2.1463 -1.2190 1.0588 0.09
H 3.1118 -2.6032 1.1064 0.12
H 1.3005 -2.8371 1.2249 0.12
H 1.9381 -2.9045 3.1979 0.15
C -0.1009 1.0081 -3.9182 -0.08
O -0.1172 0.8700 -2.4814 -0.25
H 0.9342 1.0275 -4.2593 0.08
H -0.6070 0.1642 -4.3871 0.09
H -0.5677 1.9573 -4.1811 0.07
H -1.0414 0.9572 -2.2368 -0.02
C -1.4324 2.3131 -1.0267 -0.13
O -1.9854 2.0030 -2.2825 -0.09
H -2.0792 1.7861 -0.3253 0.10
H -0.3894 1.9971 -1.0451 0.04
H -1.4253 3.3233 -0.6172 0.10
H -1.9363 2.7775 -2.8476 0.11
C 0.8994 0.4755 3.3169 -0.01
O 1.0082 -0.2416 2.0531 -0.20
H 0.7668 -0.2431 4.1257 0.10
H 1.6630 1.2517 3.3677 0.10
H -0.0116 1.0730 3.3493 0.09
H 1.3778 -1.1151 2.2016 -0.08
C -1.5406 -1.8976 -0.2043 -0.17
O -1.9374 -0.5667 -0.1459 -0.16
H -0.4563 -2.0021 -0.1652 0.06
H -2.0262 -2.4720 0.5845 0.07
H -2.0225 -2.2206 -1.1271 0.08
H -1.3190 -0.0977 0.4191 -0.34
C 0.3984 0.2679 -0.1787 -0.03
O -0.5277 0.0710 0.9307 0.00
H 0.4911 1.3383 -0.3628 0.07
H 1.4046 -0.1375 -0.0716 0.10
H -0.0499 -0.0461 -1.1213 0.08
H -0.0593 0.1981 1.7589 -0.06
```

Results
Max |F|, Eh/bohr: 0.236
ΔE to the lowest compared entry with this formula, charge and spin, kcal/mol: 345.42
Lowest unoccupied orbital energy, eV: 0.288

---

Record 2
C4H9NO2 | ωB97M-V with the def2-TZVPD basis set

XYZ file:
```
16
Properties=species:S:1:pos:R:3:lowdin_charge:R:1
C 1.6378 -0.1201 1.4290 -0.14
C 0.5669 -0.7068 0.5258 -0.18
C -0.2089 0.3530 -0.3784 -0.29
N 0.3650 0.7183 -1.6531 0.07
C -1.7517 0.3371 -0.6201 -0.47
O -2.3626 1.2590 -1.1184 0.11
O -2.2291 -0.7425 0.0022 0.10
H 1.4913 0.1852 2.5057 0.08
H 2.1404 0.7588 1.0442 0.06
H 2.5289 -0.7831 1.7604 0.09
H -0.2446 -1.2057 1.1532 0.12
H 1.0444 -1.3673 -0.1515 0.09
H -0.0913 1.2673 0.2242 0.14
H 0.3473 -0.0731 -2.2499 0.07
H -0.2361 1.3068 -2.0868 0.02
H -2.9979 -1.1868 -0.3864 0.14
```

Results
Max |F|, Eh/bohr: 0.076
ΔE to the lowest compared entry with this formula, charge and spin, kcal/mol: 47.95
Lowest unoccupied orbital energy, eV: 0.544

---

Record 3
C12H15N3O4 | ωB97M-V with the def2-TZVPD basis set

XYZ file:
```
34
Properties=species:S:1:pos:R:3:lowdin_charge:R:1
C 4.4458 0.3582 -2.0047 -0.08
C 3.1584 1.0759 -1.7172 -0.25
O 2.0691 0.2462 -2.1562 -0.04
C 0.8521 0.8563 -1.9864 -0.53
C -0.2167 -0.0729 -2.1328 -0.08
N -1.5316 0.3118 -2.1944 -0.05
C -1.9559 1.6296 -2.0727 -0.01
C -3.3021 1.9435 -2.0658 -0.06
C -4.2685 0.9478 -2.2178 -0.09
C -3.8229 -0.3559 -2.4633 -0.07
C -2.4799 -0.6608 -2.4857 -0.03
O 0.7763 2.0459 -1.6774 0.02
H 5.2645 0.8699 -1.5039 0.07
H 4.4310 -0.6716 -1.6505 0.08
H 4.6861 0.3816 -3.0676 0.08
H 3.0415 1.2281 -0.6411 0.12
H 3.1361 2.0479 -2.2180 0.12
H 0.0018 -1.1115 -2.3614 0.12
H -1.1718 2.3812 -1.9689 0.11
H -3.5786 2.9831 -1.9131 0.11
H -5.3293 1.1657 -2.1417 0.10
H -4.5097 -1.1807 -2.6213 0.11
H -2.0467 -1.6423 -2.7010 0.13
H -0.5013 0.6398 3.6228 0.13
C -0.0979 -0.2679 3.1769 -0.04
C 0.2837 -1.3523 4.0440 -0.52
O 0.7688 -2.4196 3.6732 0.06
O 0.0435 -1.0774 5.3571 -0.06
C 0.4096 -2.1640 6.2077 -0.06
N 0.0013 -0.4796 1.8746 -0.02
N -0.0478 -0.3760 0.7292 0.31
H 0.1931 -1.8333 7.2227 0.09
H -0.1791 -3.0575 5.9632 0.10
H 1.4770 -2.3894 6.0913 0.10
```

Results
Max |F|, Eh/bohr: 0.078
ΔE to the lowest compared entry with this formula, charge and spin, kcal/mol: 3.71
Lowest unoccupied orbital energy, eV: -0.033

---

Record 4
C3H7N2O | ωB97M-V with the def2-TZVPD basis set

XYZ file:
```
13
Properties=species:S:1:pos:R:3:lowdin_charge:R:1
C 1.7632 -1.3178 -0.3566 -0.40
C -0.4137 0.6019 0.0260 -0.04
C -1.4130 0.6793 1.0236 -0.02
N 0.4200 -1.3255 -0.1019 0.20
N -0.0202 1.2997 -0.9917 0.28
O 2.3931 -2.3026 -0.1077 0.12
H 2.0884 -0.4265 -0.8008 0.10
H -1.0050 0.1320 1.8486 0.09
H -1.8569 1.7460 1.2830 0.17
H -2.1725 -0.1268 0.6463 0.17
H -0.1074 -2.0230 0.3389 0.09
H -0.3303 2.1733 -1.2116 0.12
H 0.6544 0.8898 -1.5960 0.13
```

Results
Charge: +1
Max |F|, Eh/bohr: 0.122
ΔE to the lowest compared entry with this formula, charge and spin, kcal/mol: 113.21
Lowest unoccupied orbital energy (alpha / beta), eV: -5.858 / -5.858

---

Record 5
C7H14F3NO3P | ωB97M-V with the def2-TZVPD basis set

XYZ file:
```
29
Properties=species:S:1:pos:R:3:lowdin_charge:R:1
C -0.6772 1.1323 2.7207 -0.14
C 0.6166 -0.8296 1.3473 -0.10
C 1.6870 -0.2444 -2.7438 -0.08
C -1.1502 -0.2563 2.9782 -0.21
C -0.8119 -1.1191 1.7358 -0.42
C 0.6197 0.4804 -2.0023 -0.34
C 1.2027 1.6171 -1.3875 -0.63
N -0.6241 0.8332 -2.6877 0.01
O -0.7690 -3.0252 -0.4944 -0.36
O -2.3871 -1.5174 -1.7759 -0.34
O -1.6262 -0.8423 0.5650 -0.24
F 1.6516 2.6471 -2.2680 0.03
F 0.3737 2.3149 -0.5247 0.07
F 2.2562 1.3670 -0.6555 0.13
P -1.3250 -1.6743 -0.7937 0.41
H 0.3471 1.3178 2.7603 0.04
H -1.1303 1.9046 3.4107 0.09
H -0.9034 1.3867 1.6498 0.09
H 0.8119 -1.4889 0.4796 0.06
H 0.7569 0.2040 1.0832 0.03
H 1.3025 -0.8204 2.2534 0.11
H 1.2607 -1.0356 -3.3427 0.07
H 2.3318 0.3520 -3.3733 0.06
H 2.5094 -0.4634 -1.9865 0.10
H -2.2340 -0.1951 2.8884 0.11
H -0.7844 -0.6742 3.8903 0.10
H -0.9474 -2.2900 1.8548 0.16
H -0.7828 0.1783 -3.4606 0.06
H -1.5749 0.7405 -2.1208 0.11
```

Results
Charge: -1
Max |F|, Eh/bohr: 0.073
ΔE to the lowest compared entry with this formula, charge and spin, kcal/mol: 44.97
Lowest unoccupied orbital energy (alpha / beta), eV: 3.214 / 3.434

---

Record 6
C2H4OS2 | ωB97M-V with the def2-TZVPD basis set

XYZ file:
```
9
Properties=species:S:1:pos:R:3:lowdin_charge:R:1
C 1.0572 0.1109 -0.0362 -0.76
C -1.5935 -0.3563 0.0890 -0.40
O 3.3071 1.1713 0.0016 -0.60
S 2.6642 -0.1546 0.1070 0.86
S -0.0084 -1.2421 0.0567 0.80
H 0.6726 0.9781 -0.3805 0.00
H -2.4323 -0.9946 -0.1413 0.03
H -1.6963 0.4399 -0.6743 0.06
H -1.9705 0.0474 0.9781 0.02
```

Results
Max |F|, Eh/bohr: 0.087
ΔE to the lowest compared entry with this formula, charge and spin, kcal/mol: 39.33
Lowest unoccupied orbital energy, eV: -0.342